[1]
The following is a quantum chemistry calculation of a single C17H24N2O molecule, from the OMol25 dataset.

Atoms and positions in Å:
C 1.158 -4.077 0.375
C 0.160 -3.357 -0.525
C -0.973 -2.736 0.287
C -2.008 -1.999 -0.578
N -1.446 -0.954 -1.409
C -1.262 -1.258 -2.819
C -2.535 -1.008 -3.623
C -1.210 0.327 -1.021
O -0.814 1.163 -1.810
C -1.478 0.691 0.438
C -0.481 1.707 0.890
C -0.688 3.032 1.135
N 0.477 3.644 1.510
C 0.637 5.032 1.831
C 1.473 2.709 1.500
C 2.826 2.831 1.799
C 3.608 1.701 1.696
C 3.066 0.475 1.302
C 1.728 0.346 1.006
C 0.909 1.470 1.109
H 1.959 -4.514 -0.216
H 0.667 -4.873 0.932
H 1.599 -3.384 1.089
H -0.252 -4.067 -1.246
H 0.679 -2.572 -1.079
H -1.497 -3.519 0.840
H -0.540 -2.052 1.019
H -2.791 -1.586 0.065
H -2.483 -2.723 -1.244
H -0.946 -2.298 -2.918
H -0.468 -0.606 -3.191
H -3.357 -1.617 -3.251
H -2.368 -1.250 -4.669
H -2.813 0.040 -3.547
H -1.435 -0.178 1.091
H -2.483 1.119 0.486
H -1.599 3.596 1.069
H 1.027 5.150 2.846
H -0.328 5.531 1.764
H 1.331 5.511 1.135
H 3.251 3.778 2.097
H 4.663 1.762 1.920
H 3.717 -0.384 1.225
H 1.321 -0.602 0.689

Values from the calculation:
Energy above the lowest of the compared OMol25 structures with the same formula, charge and spin in kJ/mol: 38.90
SMILES: CCCCN(CC)C(=O)Cc1cn(C)c2ccccc12
Total charge: 0
Multiplicity: 1
HOMO energy in eV: -7.63

The net atomic charges from Löwdin, expressed in e, are: atom 1 (C): -0.109, atom 2 (C): -0.275, atom 3 (C): -0.193, atom 4 (C): -0.167, atom 5 (N): -0.069, atom 6 (C): -0.213, atom 7 (C): -0.067, atom 8 (C): -0.445, atom 9 (O): 0.069, atom 10 (C): -0.040, atom 11 (C): -0.174, atom 12 (C): -0.007, atom 13 (N): -0.107, atom 14 (C): -0.027, atom 15 (C): -0.177, atom 16 (C): -0.018, atom 17 (C): -0.100, atom 18 (C): -0.099, atom 19 (C): -0.015, atom 20 (C): -0.115, atom 21 (H): 0.070, atom 22 (H): 0.072, atom 23 (H): 0.067, atom 24 (H): 0.109, atom 25 (H): 0.104, atom 26 (H): 0.118, atom 27 (H): 0.092, atom 28 (H): 0.121, atom 29 (H): 0.123, atom 30 (H): 0.109, atom 31 (H): 0.119, atom 32 (H): 0.067, atom 33 (H): 0.073, atom 34 (H): 0.075, atom 35 (H): 0.099, atom 36 (H): 0.134, atom 37 (H): 0.129, atom 38 (H): 0.094, atom 39 (H): 0.088, atom 40 (H): 0.095, atom 41 (H): 0.103, atom 42 (H): 0.097, atom 43 (H): 0.096, atom 44 (H): 0.094

---

[2]
The following is a quantum chemistry calculation of a molecular structure, C3H3ErO2 in a non-equilibrium geometry, from the OMol25 dataset.

Atoms and positions in Å:
C 0.163 0.009 -0.835
C -0.179 1.287 -1.007
H -0.065 1.774 -1.976
H 0.614 -0.584 -1.632
H -0.534 1.890 -0.169
O -0.520 -0.056 1.447
C 0.022 -0.667 0.469
O 0.514 -1.820 0.690
Er -0.015 -1.833 3.013

Values from the calculation:
Energy above the lowest of the compared OMol25 structures with the same formula, charge and spin in kJ/mol: 0.00
Total charge: +2
Multiplicity: 4
HOMO energy (spin up / spin down) in eV: -17.81 / -17.82

The net atomic charges from Löwdin, expressed in e, are: atom 1 (C): -0.039, atom 2 (C): 0.160, atom 3 (H): 0.110, atom 4 (H): 0.136, atom 5 (H): 0.101, atom 6 (O): -0.104, atom 7 (C): -0.631, atom 8 (O): -0.096, atom 9 (Er): 2.362

---

[3]
The following is a quantum chemistry calculation of 2 unconnected molecules or ions with the total composition C4H6OS in a non-equilibrium geometry, from the OMol25 dataset.

Atoms and positions in Å:
C -0.620 0.933 -1.577
C -0.529 -0.182 -1.188
C -0.075 0.954 1.494
C -0.312 -1.571 -0.836
O 2.359 0.451 1.988
S 1.501 1.273 1.148
H -0.610 1.879 -1.996
H -0.753 1.521 0.935
H -0.434 0.262 2.164
H 0.016 -2.031 -1.722
H -1.179 -1.869 -0.178
H 0.637 -1.618 -0.232

Values from the calculation:
Energy above the lowest of the compared OMol25 structures with the same formula, charge and spin in kJ/mol: 409.80
Total charge: 0
Multiplicity: 1
HOMO energy in eV: -9.21

The net atomic charges from Löwdin, expressed in e, are: atom 1 (C): 0.072, atom 2 (C): -0.258, atom 3 (C): -0.286, atom 4 (C): -0.096, atom 5 (O): -0.583, atom 6 (S): 0.872, atom 7 (H): 0.021, atom 8 (H): -0.018, atom 9 (H): 0.012, atom 10 (H): 0.062, atom 11 (H): 0.108, atom 12 (H): 0.094

---

[4]
The following is a quantum chemistry calculation of 2 unconnected molecules or ions with the total composition C2H2F4NO3S in a non-equilibrium geometry, from the OMol25 dataset.

Atoms and positions in Å:
C -2.393 1.183 0.229
C 0.883 1.907 -0.423
N -1.299 0.683 -0.071
O 1.930 -0.630 -0.664
O 0.806 0.030 1.419
O 3.066 0.820 1.007
F -2.834 1.799 1.353
F -3.449 1.353 -0.624
F 1.500 3.005 0.228
F 1.696 1.832 -1.610
S 1.743 0.615 0.472
H 2.020 -0.251 -1.499
H -0.609 0.651 0.654

Values from the calculation:
Energy above the lowest of the compared OMol25 structures with the same formula, charge and spin in kJ/mol: 41.92
Total charge: -1
Multiplicity: 1
HOMO energy in eV: -4.42

The net atomic charges from Löwdin, expressed in e, are: atom 1 (C): -0.471, atom 2 (C): -0.350, atom 3 (N): 0.183, atom 4 (O): -0.178, atom 5 (O): -0.352, atom 6 (O): -0.321, atom 7 (F): 0.069, atom 8 (F): 0.047, atom 9 (F): -0.127, atom 10 (F): -0.157, atom 11 (S): 0.670, atom 12 (H): 0.005, atom 13 (H): -0.018

---

[5]
The following is a quantum chemistry calculation of 3 unconnected molecules or ions with the total composition C15H38O7P2 in a non-equilibrium geometry, from the OMol25 dataset.

Atoms and positions in Å:
C 5.549 -3.121 -2.551
C 4.740 -1.714 -2.913
O 5.057 -1.192 -4.262
P 3.657 -0.277 -4.862
O 4.157 0.445 -6.196
C 2.268 -1.555 -5.150
C 0.750 -0.938 -5.198
C 0.285 -0.133 -3.844
P 0.720 -1.127 -2.232
O 3.320 0.922 -3.646
C 4.551 1.707 -3.346
C 4.241 3.286 -2.977
H 6.618 -3.119 -3.067
H 4.909 -4.055 -2.883
H 5.693 -3.187 -1.384
H 5.092 -0.926 -2.100
H 3.596 -1.891 -2.720
H 2.272 -2.446 -4.361
H 2.492 -2.073 -6.201
H 0.525 -0.279 -6.155
H 0.015 -1.874 -5.291
H 0.715 0.976 -3.795
H -0.891 -0.030 -3.896
H 0.668 -0.176 -1.134
H -0.484 -1.944 -2.026
H 5.355 1.653 -4.196
H 5.036 1.236 -2.375
H 5.157 3.983 -3.275
H 4.157 3.351 -1.790
H 3.239 3.645 -3.466
C -1.563 0.907 3.047
O -0.498 1.534 3.756
C 0.775 0.967 3.433
C 1.541 1.840 2.435
O 0.886 1.875 1.163
C 0.134 3.069 0.976
H -2.450 1.539 3.141
H -1.339 0.785 1.984
H -1.781 -0.065 3.497
H 0.661 -0.056 3.054
H 1.349 0.914 4.367
H 2.530 1.401 2.271
H 1.683 2.855 2.827
H 0.811 3.899 0.753
H -0.473 3.314 1.852
H -0.527 2.927 0.116
C -4.708 -0.890 5.806
O -4.548 -0.589 4.423
C -4.878 -1.700 3.585
C -6.278 -1.550 2.981
O -7.290 -1.611 3.992
C -7.773 -0.321 4.349
H -4.689 0.052 6.362
H -5.657 -1.392 6.014
H -3.874 -1.510 6.146
H -4.787 -2.644 4.136
H -4.144 -1.717 2.771
H -6.458 -2.387 2.300
H -6.360 -0.621 2.404
H -8.445 0.050 3.570
H -6.961 0.394 4.507
H -8.346 -0.415 5.276

Values from the calculation:
SMILES: CCOP(=O)(CCCP)OCC.COCCOC.COCCOC
Total charge: 0
Multiplicity: 1
HOMO energy in eV: -9.03

The net atomic charges from Löwdin, expressed in e, are: atom 1 (C): -0.100, atom 2 (C): -0.308, atom 3 (O): -0.288, atom 4 (P): 0.770, atom 5 (O): -0.381, atom 6 (C): -0.268, atom 7 (C): -0.299, atom 8 (C): -0.487, atom 9 (P): 0.768, atom 10 (O): -0.323, atom 11 (C): -0.273, atom 12 (C): -0.097, atom 13 (H): 0.092, atom 14 (H): 0.078, atom 15 (H): 0.080, atom 16 (H): 0.113, atom 17 (H): 0.058, atom 18 (H): 0.082, atom 19 (H): 0.125, atom 20 (H): 0.124, atom 21 (H): 0.118, atom 22 (H): 0.085, atom 23 (H): 0.076, atom 24 (H): -0.120, atom 25 (H): -0.107, atom 26 (H): 0.124, atom 27 (H): 0.113, atom 28 (H): 0.091, atom 29 (H): 0.082, atom 30 (H): 0.085, atom 31 (C): -0.108, atom 32 (O): -0.193, atom 33 (C): -0.196, atom 34 (C): -0.193, atom 35 (O): -0.217, atom 36 (C): -0.111, atom 37 (H): 0.092, atom 38 (H): 0.082, atom 39 (H): 0.081, atom 40 (H): 0.124, atom 41 (H): 0.123, atom 42 (H): 0.121, atom 43 (H): 0.125, atom 44 (H): 0.086, atom 45 (H): 0.085, atom 46 (H): 0.089, atom 47 (C): -0.106, atom 48 (O): -0.210, atom 49 (C): -0.196, atom 50 (C): -0.194, atom 51 (O): -0.196, atom 52 (C): -0.112, atom 53 (H): 0.091, atom 54 (H): 0.084, atom 55 (H): 0.087, atom 56 (H): 0.125, atom 57 (H): 0.120, atom 58 (H): 0.122, atom 59 (H): 0.125, atom 60 (H): 0.086, atom 61 (H): 0.083, atom 62 (H): 0.090

---

[6]
The following is a quantum chemistry calculation of a single C20H24N6O3 molecule in a non-equilibrium geometry, from the OMol25 dataset.

Atoms and positions in Å:
C -0.444 5.935 -3.096
C 0.515 4.979 -3.797
O 0.053 3.639 -3.788
C -0.189 2.990 -2.609
C -1.220 2.057 -2.657
C -1.556 1.281 -1.568
C -0.856 1.441 -0.379
N -1.229 0.652 0.718
C -0.580 0.470 1.886
O 0.461 0.998 2.225
C -1.295 -0.550 2.790
N -1.012 -1.919 2.389
C 0.276 -2.459 2.759
C -1.708 -2.386 1.335
N -2.712 -1.735 0.755
N -3.220 -2.555 -0.154
N -2.616 -3.653 -0.187
N -1.624 -3.614 0.743
C -0.748 -4.708 0.903
C -1.193 -5.845 1.564
C -0.347 -6.932 1.689
C 0.930 -6.886 1.155
C 1.363 -5.754 0.482
C 0.525 -4.663 0.347
C 0.178 2.366 -0.309
C 0.537 3.133 -1.409
O 1.562 4.040 -1.389
C 2.336 4.220 -0.219
C 3.371 3.119 -0.013
H -0.102 6.958 -3.226
H -0.490 5.713 -2.032
H -1.443 5.838 -3.515
H 1.513 5.053 -3.356
H 0.577 5.221 -4.862
H -1.752 1.954 -3.589
H -2.357 0.560 -1.634
H -2.047 0.060 0.560
H -2.376 -0.400 2.750
H -0.939 -0.417 3.814
H 1.057 -2.201 2.038
H 0.553 -2.042 3.725
H 0.217 -3.543 2.851
H -2.194 -5.870 1.967
H -0.688 -7.817 2.204
H 1.587 -7.736 1.255
H 2.353 -5.723 0.054
H 0.847 -3.781 -0.187
H 0.706 2.461 0.623
H 1.692 4.320 0.662
H 2.843 5.175 -0.385
H 3.985 3.019 -0.905
H 2.894 2.164 0.189
H 4.009 3.376 0.829

Values from the calculation:
Energy above the lowest of the compared OMol25 structures with the same formula, charge and spin in kJ/mol: 429.92
SMILES: CCOc1ccc(NC(=O)CN(C)c2nnnn2-c2ccccc2)cc1OCC
Total charge: 0
Multiplicity: 1
HOMO energy in eV: -7.58

The net atomic charges from Löwdin, expressed in e, are: atom 1 (C): -0.059, atom 2 (C): -0.242, atom 3 (O): -0.045, atom 4 (C): -0.209, atom 5 (C): 0.004, atom 6 (C): -0.023, atom 7 (C): -0.214, atom 8 (N): 0.135, atom 9 (C): -0.447, atom 10 (O): 0.059, atom 11 (C): -0.066, atom 12 (N): -0.085, atom 13 (C): -0.023, atom 14 (C): -0.306, atom 15 (N): 0.040, atom 16 (N): -0.038, atom 17 (N): 0.051, atom 18 (N): 0.005, atom 19 (C): -0.242, atom 20 (C): -0.009, atom 21 (C): -0.071, atom 22 (C): -0.077, atom 23 (C): -0.069, atom 24 (C): -0.024, atom 25 (C): 0.052, atom 26 (C): -0.179, atom 27 (O): -0.072, atom 28 (C): -0.235, atom 29 (C): -0.056, atom 30 (H): 0.076, atom 31 (H): 0.070, atom 32 (H): 0.080, atom 33 (H): 0.109, atom 34 (H): 0.122, atom 35 (H): 0.122, atom 36 (H): 0.111, atom 37 (H): 0.095, atom 38 (H): 0.125, atom 39 (H): 0.129, atom 40 (H): 0.101, atom 41 (H): 0.098, atom 42 (H): 0.084, atom 43 (H): 0.120, atom 44 (H): 0.107, atom 45 (H): 0.105, atom 46 (H): 0.107, atom 47 (H): 0.122, atom 48 (H): 0.089, atom 49 (H): 0.122, atom 50 (H): 0.125, atom 51 (H): 0.080, atom 52 (H): 0.068, atom 53 (H): 0.078